ORCA calculation (ωB97M-V/def2-TZVPD) on 2 unconnected molecules or ions with the total composition C5H14O.

XYZ file:
```
20
Properties=species:S:1:pos:R:3:forces:R:3:nbo_charge:R:1
C 0.0000 0.0000 0.0000 -0.837 -0.552 0.795 -0.61
C 0.1247 -0.0987 1.5509 0.980 -0.185 0.181 -0.39
C 0.9900 -1.3068 2.0370 -0.326 0.397 -0.889 -0.40
C 0.9735 -1.5159 3.5536 0.534 -0.962 -0.173 -0.40
C 2.2846 -2.2272 4.0746 -0.930 0.820 0.369 -0.61
H 0.9375 0.1729 -0.5548 -0.238 -0.062 0.575 0.21
H -0.7168 0.7958 -0.2637 0.325 -0.312 -0.004 0.21
H -0.4206 -0.9703 -0.3135 0.120 0.397 -0.320 0.20
H 0.5588 0.8524 1.9146 -0.148 -0.428 0.094 0.19
H -0.8282 -0.2618 2.0902 0.006 0.449 -0.718 0.19
H 0.5193 -2.2134 1.6106 0.444 0.315 -0.166 0.19
H 2.0123 -1.2301 1.6192 -0.350 -0.023 0.288 0.19
H 0.7333 -0.5766 4.0878 0.428 -0.445 -0.096 0.20
H 0.1398 -2.2235 3.7255 0.236 0.486 0.336 0.19
H 2.4753 -3.2056 3.6025 -0.266 0.452 0.050 0.21
H 2.1300 -2.3824 5.1557 0.380 -0.109 -0.337 0.21
H 3.1737 -1.5896 3.9344 -0.355 -0.222 0.019 0.20
O 0.1011 3.8963 1.3548 -1.050 0.157 0.617 -0.94
H -0.6458 4.4951 1.1270 0.787 -0.659 0.280 0.47
H -0.1779 3.4589 2.1909 0.258 0.484 -0.900 0.47
```
Positions in Å, forces in eV/Å.

Computed properties:
**LUMO energy**: 0.85 eV
**HOMO-LUMO gap**: 11.6 eV
**Structure (SMILES)**: CCCCC.O
**2S+1**: 1
**Charge**: 0
**Strongest force on any atom**: 1.29 eV Å⁻¹